54
Properties=species:S:1:pos:R:3 method="wB97M-V/def2-TZVPD" orbital_gap_ev="5.63 / 6.44" lumo_energy_ev="4.57 / 4.54" relative_energy_kj_mol=66.2 homo_ev="-1.0591 / -1.9059" spin_multiplicity=6 total_charge=-2 s2=8.78 total_energy_ev=-179770.2802
Ru -0.21 0.33 0.67
O 0.49 3.33 3.26
C 0.19 4.36 2.36
C 0.16 4.01 0.85
C 0.23 5.37 0.11
O 0.38 5.31 -1.28
C 1.39 3.22 0.35
Se 1.90 1.50 1.19
C -1.19 3.39 0.45
Se -1.93 1.90 1.53
H -0.16 2.62 3.12
H 0.97 5.12 2.53
H -0.79 4.81 2.60
H 1.09 5.93 0.50
H -0.67 5.95 0.37
H 0.05 4.47 -1.65
H 2.28 3.85 0.45
H 1.26 2.99 -0.70
H -1.15 3.02 -0.56
H -1.95 4.17 0.51
C 0.55 -0.35 4.48
C 0.44 -1.30 3.26
C 1.87 -1.67 2.80
C -0.28 -2.60 3.69
N -0.30 -0.70 2.22
H 1.08 -0.84 5.30
H -0.45 -0.07 4.82
H 1.09 0.55 4.18
H 2.38 -2.29 3.54
H 2.45 -0.76 2.63
H 1.80 -2.21 1.86
H 0.25 -3.10 4.49
H -0.35 -3.26 2.82
H -1.29 -2.36 4.02
Cl -2.44 0.61 -5.03
C -0.16 1.16 -3.88
C -0.26 1.71 -2.56
O -0.29 2.96 -2.41
O -0.26 0.88 -1.53
H 0.03 1.83 -4.69
H 0.05 0.11 -4.03
C -0.09 -3.16 -0.35
P -0.16 -1.39 -0.98
C -1.48 -1.70 -2.20
C 1.42 -1.48 -1.90
H -0.02 -3.88 -1.17
H -0.99 -3.37 0.23
H 0.78 -3.28 0.30
H -1.12 -2.43 -2.93
H -1.78 -0.80 -2.73
H -2.34 -2.11 -1.68
H 1.43 -2.37 -2.53
H 2.23 -1.55 -1.17
H 1.57 -0.59 -2.50